ORCA calculation (ωB97M-V with the def2-TZVPD basis set) on the molecule C5H8N2.

```
! wB97M-V def2-TZVPD RIJCOSX def2/J DEFGRID3
* xyz 0 1
C 1.12 0.11 1.70
C 0.59 0.35 0.30
C 1.11 -0.37 -0.88
N -0.17 -0.75 -0.28
C -1.37 -0.42 -1.05
C -2.24 0.54 -0.36
N -2.91 1.32 0.17
H 1.52 -0.90 1.78
H 0.31 0.21 2.43
H 1.91 0.83 1.94
H 0.21 1.36 0.11
H 1.09 0.14 -1.84
H 1.91 -1.10 -0.77
H -1.14 0.01 -2.04
H -1.94 -1.34 -1.22
*
```

- SMILES string: C[C@H]1CN1CC#N
- Highest occupied orbital energy: -9.74 eV
- ΔE to the lowest compared entry with this formula, charge and spin: 1.716 eV
- Molecular weight: 96.13 Da
- HOMO-LUMO gap: 0.3923 hartree